No. 1
A 2-piece molecular cluster, C23H37ClF7IN5O11PS4 overall in a non-equilibrium geometry, computed with wB97M-V/def2-TZVPD.

Geometry as XYZ:
```
90
Properties=species:S:1:pos:R:3
I -2.146 -2.358 5.463
Cl -1.002 -0.348 -2.341
S 5.754 0.923 -3.858
S -3.721 -1.604 -1.317
S -3.117 4.458 3.229
S 6.233 1.002 -6.416
P 2.109 0.101 -0.390
F -4.722 0.961 -1.861
F -6.319 -0.445 0.386
F -7.155 -1.830 -1.381
F 6.301 -0.120 -7.554
F -7.354 0.450 -1.444
F 7.200 1.575 -3.728
F -5.442 -0.748 -3.223
O 4.881 2.077 -3.817
O -4.469 -2.585 -0.404
O -3.376 -0.342 0.800
O 5.219 1.875 -6.964
O -3.334 -2.364 -2.520
O 7.591 1.499 -6.451
O -2.004 -5.246 0.356
O 5.710 0.096 -2.665
O 1.404 -2.076 3.339
O 0.735 0.424 1.846
O 0.956 5.293 0.902
N -1.331 -2.966 -0.498
N -1.695 0.363 -0.884
N 1.741 3.418 2.068
N 0.046 -1.421 0.582
N 5.828 0.098 -5.191
C -0.647 1.089 -0.027
C 0.469 -0.037 0.454
C -0.091 2.267 -0.954
C 1.850 -3.612 3.141
C -5.084 -0.419 -1.857
C 2.312 -1.648 -2.780
C 1.200 4.029 0.804
C 1.028 -2.490 0.632
C -2.635 2.752 0.893
C -1.751 -2.207 2.012
C -2.545 4.288 1.471
C 2.322 -0.109 -2.199
C 1.013 3.309 -0.568
C 3.716 0.321 0.435
C -2.404 -0.774 -0.223
C -3.118 -2.878 2.448
C -2.846 -3.662 3.865
C 3.866 0.705 1.985
C -1.388 -1.857 0.498
C -6.473 -0.620 -1.015
C -1.734 -4.128 -0.168
C 2.079 -2.367 2.008
C -1.347 1.850 1.245
H -3.791 -4.280 4.142
H -4.410 3.921 3.250
H -2.299 1.118 -1.262
H 1.621 0.473 -2.922
H 0.306 1.926 -2.001
H 2.557 -3.683 4.035
H -1.495 4.697 1.261
H -3.924 0.403 0.461
H 0.640 -3.539 0.962
H -3.263 4.908 0.796
H 0.821 -4.133 3.110
H 2.682 3.793 2.249
H -1.721 1.090 2.048
H 3.273 -2.131 -2.344
H -2.893 2.862 -0.217
H -3.594 -3.656 1.764
H -1.704 -1.193 2.590
H 4.343 1.121 -0.142
H -0.656 2.525 1.841
H 3.164 0.165 2.710
H -2.030 -4.453 3.612
H 4.351 -0.651 0.300
H -3.929 -2.086 2.687
H 3.888 1.854 2.122
H -1.035 2.884 -1.278
H 2.438 -1.611 -3.924
H 2.061 2.879 -0.860
H 0.902 4.170 -1.355
H -3.574 2.303 1.418
H 4.940 0.365 2.294
H 1.091 3.553 2.854
H 0.157 -0.065 2.474
H 1.689 -2.699 -0.273
H 1.389 -2.223 -2.419
H -0.912 -2.840 2.518
H 3.383 0.280 -2.485
H 3.220 -2.008 1.821
```

HOMO-LUMO gap, eV: 4.67

Mulliken population analysis, charges in e, atoms 1 to 2: number 1, I, carries 0.024; number 2, Cl, carries 0.142

No. 2
A 2-piece molecular cluster, C4H10O overall, computed with wB97M-V/def2-TZVPD.

Geometry as XYZ:
```
15
Properties=species:S:1:pos:R:3
O 0.549 -0.329 1.521
C -1.959 -0.706 0.154
C 1.406 1.436 -0.979
C -0.685 -1.439 -0.159
C 0.457 -1.226 0.493
H 0.656 0.640 -1.039
H -2.568 -0.566 -0.745
H 1.385 -1.727 0.219
H 1.722 1.720 -1.986
H 2.272 1.069 -0.418
H -0.675 -2.168 -0.966
H 0.976 2.298 -0.461
H -2.575 -1.244 0.885
H 1.471 -0.231 1.767
H -1.737 0.280 0.576
```

Energy above the lowest of the compared OMol25 structures with the same formula, charge and spin, kcal per mole: 24.0
HOMO-LUMO gap, eV: 9.44
SMILES: C/C=C\O.C

Mulliken population analysis, charges in e, atoms 1 to 2: number 1, O, carries -0.489; number 2, C, carries -1.012

No. 3
C35H55BBiF5N14O6S2 as an isolated structure, computed with wB97M-V/def2-TZVPD.

Geometry as XYZ:
```
119
Properties=species:S:1:pos:R:3
Bi -0.263 0.535 -1.159
S 1.183 1.467 7.252
S -3.020 5.883 1.375
F 2.254 1.267 -1.813
F 4.517 1.588 -3.442
F 5.782 1.280 -1.706
F 4.340 2.888 -1.729
F 3.655 0.824 -0.137
O 0.461 -3.382 -3.096
O -1.935 3.449 5.036
O -0.546 -1.849 -1.850
O -3.029 3.950 3.138
O 1.713 2.545 8.042
O 0.060 0.697 7.729
N -0.399 1.561 3.507
N -3.308 -0.191 -1.688
N 0.160 -5.484 -1.428
N -1.841 3.491 1.137
N -2.014 0.321 -3.832
N -1.960 -4.607 -1.486
N -2.127 3.160 3.843
N -0.696 0.326 -3.508
N -0.492 1.486 1.263
N -2.481 -0.308 -0.620
N -1.490 2.455 -1.805
N -1.229 -5.747 0.405
N 1.818 -1.359 -0.634
N -2.734 2.171 -2.306
C 0.920 3.742 -0.682
C -3.452 3.302 -2.364
C -4.219 -1.684 -0.356
C -0.265 4.575 -1.133
C -1.741 2.172 1.672
C -2.689 4.340 -1.900
C 0.183 1.190 2.327
C -0.022 1.080 4.829
C 3.015 -0.239 8.260
C -1.458 3.773 -1.552
C -0.919 -0.453 -5.584
C -2.161 -0.144 -5.077
C 3.544 0.601 -1.535
C 2.718 -3.576 -1.359
C 0.402 -2.649 -2.088
C -3.150 -0.788 2.685
C 2.546 -5.094 -1.558
C -2.561 -1.663 1.570
C 1.477 -0.219 -4.603
C 1.490 -2.727 -1.014
C -0.018 -0.153 -4.556
C 4.540 1.604 -2.096
C -4.355 -0.999 -1.547
C -1.053 -1.827 1.720
C -1.001 -5.282 -0.835
C -3.026 -1.219 0.204
C -1.593 2.210 3.157
C 2.008 1.043 -5.292
C -2.533 4.346 1.806
C 0.149 5.482 -2.302
C 1.965 -1.474 -5.323
C 0.768 2.105 5.638
C 1.433 -5.780 -0.765
C 2.522 0.324 6.932
C 1.505 0.503 2.316
B -3.111 0.813 -2.870
H -0.924 0.819 5.378
H 1.862 -0.226 -3.582
H 1.342 3.179 -1.517
H -0.781 -1.859 2.778
H 2.134 0.859 3.131
H 3.483 -5.584 -1.290
H 1.608 -6.857 -0.745
H -1.640 -4.006 -2.243
H 3.095 1.026 -5.320
H 1.377 -0.576 2.431
H -0.658 6.151 -2.597
H -3.011 -2.655 1.691
H 3.174 -3.158 -2.259
H 2.119 -0.459 6.288
H 0.643 3.063 0.126
H 3.804 -0.969 8.086
H 1.008 6.088 -2.010
H -0.717 -2.751 1.256
H -3.139 -0.203 -5.526
H -4.918 -2.369 0.095
H 2.357 -1.333 0.224
H 0.153 2.989 5.814
H -2.613 0.155 2.777
H 0.283 -4.933 -2.289
H -0.592 -6.409 0.810
H 1.537 -2.378 -4.890
H -3.074 -1.308 3.641
H -4.152 0.876 -3.459
H -2.587 1.564 1.321
H 1.630 1.099 -6.316
H -2.722 -4.220 -0.948
H 1.699 -1.440 -6.382
H 2.200 -0.726 8.793
H 2.016 0.697 1.376
H -2.159 -5.708 0.785
H -5.134 -1.017 -2.290
H 0.983 -3.169 -0.151
H 0.435 4.883 -3.170
H 1.403 -5.422 0.270
H 3.409 0.558 8.888
H -0.612 5.204 -0.309
H 3.298 0.879 6.406
H -0.689 -0.839 -6.561
H -4.459 3.282 -2.747
H -0.514 -1.000 1.259
H 1.707 2.398 5.166
H 0.558 0.168 4.688
H 2.432 -0.899 -1.332
H -2.975 5.367 -1.763
H 3.434 -3.414 -0.549
H 1.717 4.387 -0.311
H 1.697 1.943 -4.759
H -4.200 -0.562 2.499
H 3.053 -1.530 -5.255
H 2.382 -5.312 -2.615
```

Energy above the lowest of the compared OMol25 structures with the same formula, charge and spin, kcal per mole: 0.0
HOMO-LUMO gap, eV: 5.90

Mulliken population analysis, charges in e, atoms 1 to 2: number 1, Bi, carries 2.906; number 2, S, carries 1.258

No. 4
A 6-piece molecular cluster, C4H20O5S2 overall in a non-equilibrium geometry, computed with wB97M-V/def2-TZVPD.

Geometry as XYZ:
```
31
Properties=species:S:1:pos:R:3
S -2.542 1.761 1.741
S -1.132 1.647 3.224
O 2.988 1.254 -0.450
O 0.876 0.034 -1.310
O -1.981 -2.593 -0.548
O 2.340 -1.207 -3.325
O 0.276 -2.564 -1.991
C -1.769 0.869 -0.611
C 1.023 0.195 2.148
C -1.863 2.282 0.045
C -0.072 0.081 3.111
H 1.080 -0.831 1.601
H 0.247 -0.131 4.144
H -0.676 -0.763 2.884
H 2.644 -0.903 -2.470
H 2.904 1.185 0.562
H 0.317 -1.610 -1.799
H 1.997 0.425 2.652
H 2.516 2.078 -0.590
H 0.851 -0.318 -0.416
H -2.735 0.547 -0.923
H 1.674 -1.843 -3.150
H -1.402 0.231 0.197
H 0.833 0.952 1.375
H 1.750 0.522 -1.358
H -0.914 2.791 -0.073
H -1.141 1.020 -1.499
H -2.581 -1.920 -0.808
H -2.385 -3.440 -0.677
H -2.706 2.943 -0.364
H -0.416 -2.695 -1.322
```

Energy above the lowest of the compared OMol25 structures with the same formula, charge and spin, kcal per mole: 26.4
HOMO-LUMO gap (spin up / spin down), eV: 2.28 / 7.05
2S+1: 2
Total charge: -1

Mulliken population analysis, charges in e, atoms 1 to 2: number 1, S, carries -0.498; number 2, S, carries -0.281

No. 5
An isolated molecule of C4H4N4 in a non-equilibrium geometry, computed with wB97M-V/def2-TZVPD.

Geometry as XYZ:
```
12
Properties=species:S:1:pos:R:3
N -2.111 -0.075 0.019
N -0.062 -0.647 -0.017
N -1.323 -1.139 -0.012
N 1.234 1.111 -0.038
C -1.380 1.055 0.002
C 2.058 -0.030 0.030
C 1.281 -1.139 0.022
C -0.048 0.670 -0.050
H 1.497 -2.199 0.026
H 1.598 2.017 0.107
H -1.869 1.996 0.160
H 3.136 0.100 0.014
```

Energy above the lowest of the compared OMol25 structures with the same formula, charge and spin, kcal per mole: 33.3
HOMO-LUMO gap, eV: 8.99
SMILES: c1cn2nncc2[nH]1

Mulliken population analysis, charges in e, atoms 1 to 2: number 1, N, carries -0.296; number 2, N, carries 0.697

No. 6
A 2-piece molecular cluster, C22H48BrN4O3P overall in a non-equilibrium geometry, computed with wB97M-V/def2-TZVPD.

Geometry as XYZ:
```
79
Properties=species:S:1:pos:R:3
Br 1.388 -3.716 3.630
P -1.038 -1.342 4.344
O 0.453 -1.474 1.443
O -2.294 -2.310 4.937
O 3.306 1.939 -1.651
N -1.448 -0.860 2.637
N 3.807 1.963 -2.864
N -3.155 -2.014 0.449
N -1.143 0.097 5.338
C 2.708 4.078 -3.699
C 1.371 2.007 -3.498
C -0.920 -1.783 1.573
C -2.922 -0.559 2.543
C -3.765 -1.577 1.712
C 0.758 -0.541 0.404
C 5.124 2.653 -2.805
C 3.102 2.075 -5.227
C 6.013 2.076 -1.694
C 2.787 2.541 -3.780
C 5.932 2.403 -4.096
C -5.139 -0.847 1.407
C -6.515 -1.651 3.361
C -7.645 -0.959 1.193
C 0.384 -4.055 1.979
C -1.764 -1.519 0.281
C 0.030 -5.598 1.994
C 4.055 4.792 -3.652
C 2.250 -0.068 0.600
C 4.970 4.165 -2.606
C -6.388 -1.711 1.795
C -1.007 -3.320 1.904
H 4.530 4.778 -4.637
H -8.307 -1.673 0.675
H -5.180 0.051 2.067
H -0.700 -5.784 1.179
H 3.898 5.846 -3.411
H 3.804 1.241 -5.240
H 3.513 2.877 -5.842
H 2.129 4.459 -4.545
H -7.313 -0.220 0.431
H -5.893 -2.463 3.798
H 6.142 0.998 -1.818
H 2.152 4.363 -2.799
H 7.003 2.533 -1.726
H 2.300 0.976 0.238
H 0.969 -6.121 1.733
H 2.930 -0.638 -0.057
H -1.662 -3.575 2.757
H 1.353 0.915 -3.494
H 5.949 4.649 -2.639
H -3.422 -0.444 3.524
H 6.935 2.822 -3.999
H -1.871 -0.437 0.038
H -5.182 -0.455 0.372
H -3.045 -1.760 5.211
H -0.615 0.839 4.869
H 6.045 1.334 -4.291
H -0.377 -5.910 2.967
H -6.321 -2.750 1.421
H -0.555 -0.137 6.141
H -3.031 0.433 2.052
H -1.307 -2.098 -0.537
H 5.612 2.260 -0.698
H 0.726 -0.985 -0.612
H 4.566 4.369 -1.608
H -4.018 -2.453 2.350
H -7.577 -1.798 3.637
H -6.155 -0.691 3.782
H -0.963 0.035 2.489
H -1.490 -3.787 1.019
H -8.175 -0.367 1.962
H 0.975 2.364 -2.545
H 0.968 -3.909 1.055
H -3.717 -1.756 -0.349
H 0.152 0.393 0.455
H 5.504 2.864 -4.983
H 2.213 1.707 -5.740
H 2.533 -0.135 1.663
H 0.681 2.352 -4.269
```

Energy above the lowest of the compared OMol25 structures with the same formula, charge and spin, kcal per mole: 58.3
HOMO-LUMO gap (spin up / spin down), eV: 7.89 / 8.70
2S+1: 2
Total charge: +1

Mulliken population analysis, charges in e, atoms 1 to 2: number 1, Br, carries -0.139; number 2, P, carries 0.287

No. 7
An isolated molecule of C5H8ClNO4 in a non-equilibrium geometry, computed with wB97M-V/def2-TZVPD.

Geometry as XYZ:
```
19
Properties=species:S:1:pos:R:3
Cl 0.216 1.033 -3.086
O -0.760 1.444 2.815
O 1.728 -0.706 -0.638
O 2.875 1.098 -1.028
O 0.039 -0.395 2.060
N 1.751 0.285 -2.802
C 2.138 0.296 -1.428
C -2.133 0.547 1.215
C 0.015 -1.304 0.965
C 0.315 -0.685 -0.376
C -0.896 0.577 2.075
H 2.422 0.884 -3.262
H 0.813 -2.012 1.148
H -0.067 0.324 -0.456
H -0.203 -1.281 -1.125
H -3.017 0.443 1.818
H -0.888 -1.895 0.937
H -2.145 -0.177 0.410
H -2.205 1.523 0.758
```

Energy above the lowest of the compared OMol25 structures with the same formula, charge and spin, kcal per mole: 0.0
HOMO-LUMO gap, eV: 10.31
SMILES: CC(=O)OCCOC(=O)NCl

Mulliken population analysis, charges in e, atoms 1 to 2: number 1, Cl, carries -0.081; number 2, O, carries -0.493

No. 8
C35H56BaN3O2P2 as an isolated structure in a non-equilibrium geometry, computed with wB97M-V/def2-TZVPD.

Geometry as XYZ:
```
99
Properties=species:S:1:pos:R:3
Ba 1.014 -0.916 -0.124
P 1.782 1.047 2.087
P -1.578 -0.719 -1.771
O -0.389 -2.786 1.430
O 4.629 -2.903 -2.014
N -0.806 -4.759 2.478
N -0.959 1.213 0.844
N 0.928 1.111 -1.667
C 3.168 0.737 4.560
C -3.517 -1.053 0.195
C -1.472 0.130 -4.502
C -4.337 -1.151 -2.199
C 1.294 -4.548 1.283
C -3.191 -1.518 -1.238
C -0.122 1.724 -2.004
C -2.906 -3.047 -1.203
C -2.086 -4.307 2.998
C -1.900 2.788 2.400
C -1.806 1.676 -0.112
C 1.064 3.220 -3.532
C -1.200 3.894 -2.998
C -1.558 1.185 -1.542
C -2.823 3.215 1.451
C 3.857 2.282 0.711
C 0.445 -1.268 -3.620
C 2.611 2.660 1.540
C 4.070 -0.478 2.538
C 1.653 3.488 0.631
C -0.124 2.997 -2.839
C -1.756 -2.319 -4.107
C -0.937 1.844 2.033
C 3.881 -2.316 -1.368
C -2.778 2.644 0.172
C 2.796 -0.020 3.281
C 0.117 5.166 -4.612
C 3.015 3.492 2.763
C -0.428 -6.127 2.802
C -0.025 -3.961 1.729
C 1.934 -1.253 3.640
C -1.065 4.977 -3.885
C 1.186 4.283 -4.431
C 0.250 1.574 2.982
C -1.088 -1.038 -3.588
H 0.750 -1.433 -4.665
H -1.481 -3.205 -3.519
H 4.266 3.206 0.273
H -3.514 -3.505 -0.409
H 2.466 -1.842 4.401
H -3.559 3.967 1.687
H -2.771 -4.021 2.190
H 2.385 1.424 4.906
H -2.681 -1.250 0.880
H 1.018 -0.399 -3.249
H -0.822 1.007 -4.365
H 4.497 -1.344 3.063
H -1.882 5.694 -4.010
H -1.250 -6.573 3.367
H 4.108 1.299 4.460
H 0.952 -0.986 4.054
H 4.646 1.828 1.326
H 1.125 -5.423 0.641
H 1.896 -3.827 0.707
H 2.126 4.406 -4.966
H 1.663 4.543 0.947
H 3.326 -0.001 5.360
H -1.400 -2.483 -5.133
H 1.891 2.538 -3.333
H -0.045 0.777 3.693
H 2.160 3.740 3.407
H -2.850 -2.243 -4.138
H 3.888 -0.784 1.490
H -3.767 0.018 0.237
H 0.214 6.003 -5.313
H 1.762 -1.925 2.784
H 1.968 3.426 -0.422
H -4.066 -0.416 -2.971
H -4.735 -2.047 -2.696
H 0.616 3.136 0.660
H -2.526 -5.150 3.532
H 0.497 2.485 3.556
H -1.874 3.203 3.407
H -0.262 -6.727 1.893
H -3.466 2.964 -0.610
H 3.600 1.597 -0.116
H 0.733 -2.170 -3.045
H -1.851 -3.265 -0.966
H 3.442 4.433 2.383
H 3.783 2.994 3.368
H 1.883 -4.853 2.160
H -3.156 -3.544 -2.151
H -2.347 1.528 -2.217
H -2.121 3.793 -2.415
H -1.965 -3.482 3.713
H -2.515 0.441 -4.366
H -1.358 -0.215 -5.542
H 4.838 0.311 2.528
H -4.392 -1.625 0.547
H -5.166 -0.713 -1.621
H 0.481 -6.168 3.425
```

HOMO-LUMO gap, eV: 6.81
Total charge: +1

Mulliken population analysis, charges in e, atoms 1 to 2: number 1, Ba, carries 2.163; number 2, P, carries 0.190